1.
{
  "formula": "C2H4O3S2",
  "method": "wB97M-V/def2-TZVPD",
  "symbols": ["C", "C", "O", "O", "O", "S", "S", "H", "H", "H", "H"],
  "xyz": [[-0.254, 0.664, 0.794], [0.033, -0.366, -0.288], [-1.376, 2.735, 2.844], [0.575, 3.878, 1.822], [0.495, 1.206, 1.599], [0.830, 3.152, 4.637], [0.034, 3.055, 2.820], [-1.300, 1.200, 0.705], [1.015, -0.135, -0.777], [-0.716, -0.082, -1.061], [0.173, -1.397, -0.192]],
  "atomic_forces_ev_per_a": [[-1.357, 2.008, 0.487], [0.808, 3.041, -1.652], [1.074, -0.084, -0.615], [0.731, 0.489, -1.414], [0.362, -1.849, -0.915], [-0.323, -0.637, -2.040], [-1.867, 0.386, 3.835], [1.437, -1.292, 0.189], [-0.551, 0.409, 0.610], [0.337, -0.842, 0.419], [-0.651, -1.628, 1.095]],
  "nbo_charge": [0.48, -0.74, -0.86, -0.85, -0.55, -0.34, 1.95, 0.15, 0.26, 0.24, 0.27],
  "de_lowest_kcal_mol": 51.6,
  "orbital_gap_ev": 8.386,
  "mol_weight_g_mol": 140.185
}



2.
{
  "formula": "C8H10BF4FeN",
  "method": "wB97M-V/def2-TZVPD",
  "symbols": ["C", "C", "C", "C", "C", "Fe", "C", "C", "C", "N", "H", "H", "H", "H", "H", "H", "H", "H", "H", "H", "F", "B", "F", "F", "F"],
  "xyz": [[-2.050, -0.341, -0.697], [-1.144, -1.235, -1.384], [-0.253, -0.433, -2.162], [-0.551, 0.950, -1.930], [-1.645, 1.022, -1.016], [-0.246, -0.041, -0.040], [1.232, -1.853, 0.418], [0.136, -1.837, 1.223], [-0.698, -2.355, 2.134], [-0.844, 0.290, 1.495], [0.445, -0.802, -2.906], [-1.177, -2.314, -1.366], [-0.104, 1.781, -2.462], [-2.145, 1.923, -0.706], [-2.875, -0.641, -0.070], [1.266, -2.450, -0.505], [-0.668, 0.830, 2.325], [2.205, -1.511, 0.793], [-0.578, -3.370, 2.527], [-1.536, -1.772, 2.522], [1.501, 1.689, 0.061], [2.270, 2.879, 0.379], [1.595, 3.536, 1.415], [3.545, 2.400, 0.759], [2.319, 3.653, -0.807]],
  "atomic_forces_ev_per_a": [[-1.115, 0.372, -2.512], [-1.604, 0.078, -1.100], [-0.335, 0.396, -0.905], [-1.102, -0.586, -0.787], [-1.683, -0.259, -2.106], [5.112, -1.547, 1.507], [0.949, -0.634, 0.003], [-0.542, -0.072, 0.647], [0.136, 0.275, -0.385], [-1.301, 1.257, 3.975], [0.153, 0.032, 0.330], [-0.003, -0.013, 0.052], [0.211, -0.048, 0.434], [0.121, 0.039, 0.203], [0.277, 0.096, 0.208], [-0.237, 0.464, 0.347], [0.311, 0.034, 0.725], [-0.435, -0.044, -0.056], [0.369, 0.125, -0.122], [0.287, -0.215, -0.402], [0.554, 0.657, 0.018], [-1.057, -1.796, -0.543], [0.547, 0.398, -0.080], [0.050, 0.761, 0.049], [0.337, 0.231, 0.500]],
  "mulliken_spin": [0.12, 0.03, 0.02, 0.17, -0.12, 3.06, -0.02, -0.07, -0.02, 0.78, 0.01, -0.01, 0.02, -0.03, -0.02, -0.04, 0.04, -0.01, 0.01, -0.01, 0.01, 0.08, 0.00, 0.00, 0.00],
  "multiplicity": 5,
  "de_lowest_kcal_mol": 20.3,
  "orbital_gap_ev": [4.221, 5.680],
  "s_squared": 6.134,
  "charge": -2,
  "mol_weight_g_mol": 262.824
}



3.
{
  "formula": "C18H18FN3OS",
  "method": "wB97M-V/def2-TZVPD",
  "symbols": ["O", "C", "N", "H", "C", "C", "C", "C", "C", "C", "C", "H", "H", "H", "H", "F", "H", "H", "C", "H", "H", "C", "C", "H", "H", "S", "C", "N", "C", "C", "C", "C", "C", "C", "N", "H", "H", "H", "H", "H", "H", "H"],
  "xyz": [[2.047, 1.432, -1.448], [1.420, 2.311, -0.880], [0.097, 2.481, -1.053], [-0.390, 3.195, -0.534], [-0.706, 1.590, -1.856], [-1.618, 0.709, -1.038], [-2.649, 0.023, -1.667], [-3.502, -0.824, -0.988], [-3.323, -1.000, 0.373], [-2.308, -0.328, 1.029], [-1.466, 0.518, 0.327], [-0.671, 1.028, 0.851], [-2.159, -0.469, 2.087], [-3.975, -1.665, 0.918], [-4.283, -1.334, -1.528], [-2.821, 0.195, -2.998], [-1.298, 2.169, -2.572], [-0.008, 0.963, -2.422], [2.060, 3.240, 0.133], [1.433, 4.114, 0.309], [3.031, 3.567, -0.241], [2.254, 2.456, 1.442], [3.374, 1.425, 1.315], [4.329, 1.839, 1.634], [3.478, 1.075, 0.290], [3.113, -0.023, 2.404], [1.877, -0.918, 1.558], [1.111, -1.762, 2.188], [0.336, -2.345, 1.219], [-0.656, -3.313, 1.317], [-1.287, -3.700, 0.153], [-0.951, -3.150, -1.084], [0.033, -2.189, -1.205], [0.670, -1.796, -0.042], [1.671, -0.889, 0.206], [2.082, -0.275, -0.484], [0.301, -1.769, -2.163], [-1.470, -3.488, -1.969], [-2.061, -4.452, 0.195], [-0.911, -3.740, 2.273], [2.480, 3.148, 2.255], [1.319, 1.950, 1.699]],
  "atomic_forces_ev_per_a": [[0.315, -0.332, -0.304], [-0.026, 0.601, 0.289], [-0.383, 0.107, -0.046], [0.181, -0.001, 0.009], [-0.056, -0.197, -0.270], [-0.178, 0.029, -0.159], [-0.008, 0.030, 0.346], [0.034, 0.149, -0.212], [0.028, 0.091, -0.006], [-0.051, 0.001, 0.086], [-0.105, 0.045, -0.081], [0.098, 0.033, 0.040], [0.032, -0.032, 0.110], [-0.066, -0.088, 0.049], [-0.082, -0.053, -0.084], [0.062, -0.007, -0.004], [0.132, -0.093, 0.058], [-0.129, 0.167, -0.004], [0.012, -0.159, 0.062], [0.018, 0.042, -0.036], [-0.065, 0.046, -0.094], [0.018, 0.056, -0.135], [-0.280, -0.551, 0.312], [0.042, -0.024, -0.054], [0.118, 0.096, 0.054], [0.396, 0.294, 0.056], [-0.021, 0.111, -0.018], [0.206, 0.232, 0.562], [0.127, 0.094, -0.829], [0.119, 0.023, -0.042], [-0.086, -0.181, 0.106], [0.036, 0.014, -0.133], [0.029, 0.016, -0.103], [-0.278, -0.513, 0.405], [-0.005, -0.039, 0.009], [0.019, 0.088, 0.087], [0.001, 0.040, -0.141], [-0.051, -0.019, -0.084], [-0.074, -0.068, 0.009], [-0.041, -0.058, 0.132], [-0.063, -0.041, 0.023], [0.027, 0.051, 0.037]],
  "nbo_charge": [-0.68, 0.70, -0.60, 0.40, -0.25, -0.15, 0.46, -0.30, -0.19, -0.23, -0.15, 0.20, 0.22, 0.22, 0.23, -0.34, 0.22, 0.25, -0.49, 0.21, 0.23, -0.40, -0.54, 0.23, 0.24, 0.28, 0.21, -0.48, 0.08, -0.20, -0.24, -0.22, -0.26, 0.16, -0.59, 0.45, 0.22, 0.21, 0.21, 0.22, 0.22, 0.21],
  "smiles": "O=C(CCCSc1nc2ccccc2[nH]1)NCc1ccccc1F",
  "orbital_gap_ev": 8.321,
  "mol_weight_g_mol": 343.427
}